(1)
{
  "formula": "C32H98N18O18",
  "method": "ωB97M-V/def2-TZVPD",
  "species": ["C", "O", "N", "N", "H", "H", "H", "H", "C", "O", "N", "N", "H", "H", "H", "H", "C", "O", "N", "N", "H", "H", "H", "H", "C", "O", "N", "N", "H", "H", "H", "H", "C", "O", "N", "N", "H", "H", "H", "H", "C", "O", "N", "N", "H", "H", "H", "H", "C", "O", "N", "N", "H", "H", "H", "H", "C", "O", "N", "N", "H", "H", "H", "H", "C", "C", "O", "H", "H", "H", "H", "H", "H", "C", "C", "O", "H", "H", "H", "H", "H", "H", "C", "C", "O", "H", "H", "H", "H", "H", "H", "C", "C", "O", "H", "H", "H", "H", "H", "H", "C", "C", "O", "H", "H", "H", "H", "H", "H", "C", "C", "O", "H", "H", "H", "H", "H", "H", "C", "O", "C", "C", "N", "C", "C", "O", "C", "H", "H", "H", "H", "H", "H", "H", "H", "H", "H", "H", "H", "H", "H", "H", "C", "O", "C", "C", "N", "C", "C", "O", "C", "H", "H", "H", "H", "H", "H", "H", "H", "H", "H", "H", "H", "H", "H", "H"],
  "positions_angstrom": [[2.9641, -4.0123, 3.5110], [2.0622, -4.7955, 3.1856], [3.6449, -4.0970, 4.6756], [3.4779, -3.1179, 2.6437], [3.3372, -4.7223, 5.3973], [4.4815, -3.5581, 4.8178], [4.3316, -2.6337, 2.8935], [3.1100, -3.1601, 1.7117], [-1.6376, 4.0241, -2.4473], [-1.8075, 3.2303, -1.5309], [-0.5361, 4.0914, -3.2665], [-2.6050, 4.8942, -2.8548], [-0.4663, 4.8418, -3.9205], [-0.0301, 3.2281, -3.3303], [-2.5361, 5.5161, -3.6314], [-3.4401, 4.6495, -2.3403], [-2.6278, 3.3722, 6.8920], [-2.0053, 4.3176, 6.4167], [-2.6684, 2.1370, 6.3138], [-2.8957, 3.3409, 8.2334], [-2.0689, 2.1319, 5.5050], [-2.8015, 1.2976, 6.8426], [-2.6948, 4.2404, 8.6412], [-3.2086, 2.5859, 8.8103], [0.4762, -5.3239, 0.3018], [0.3032, -4.7813, -0.8082], [1.6954, -5.7576, 0.6979], [-0.4908, -5.3106, 1.2318], [1.8350, -5.6446, 1.7149], [2.4829, -5.4982, 0.1318], [-0.3397, -5.7469, 2.1242], [-1.3739, -4.9238, 0.9522], [-8.3745, -3.1254, 6.7103], [-9.5909, -3.0749, 6.8916], [-7.5651, -2.0606, 6.4825], [-7.6838, -4.2932, 6.8194], [-7.9291, -1.2005, 6.1190], [-6.5915, -2.2729, 6.3313], [-6.7459, -4.1314, 7.1541], [-8.1334, -5.1684, 7.0038], [-3.5802, -2.1439, 7.5102], [-4.6785, -2.3338, 6.9749], [-3.3895, -2.4594, 8.8232], [-2.4497, -1.6745, 6.9306], [-2.5180, -2.2069, 9.2483], [-4.2034, -2.6179, 9.3925], [-1.7818, -1.2317, 7.5320], [-2.6129, -1.3332, 5.9747], [-1.0322, -4.8249, -3.9410], [-1.5742, -4.9465, -5.0565], [-1.6566, -4.6199, -2.7788], [0.3103, -4.9613, -3.8124], [-1.1103, -4.6393, -1.9236], [-2.6459, -4.4316, -2.7961], [0.8154, -4.7011, -2.9829], [0.6397, -5.0013, -4.7693], [5.6766, -0.2073, 2.7694], [5.6113, -1.4445, 2.6976], [6.3506, 0.4071, 3.7871], [5.5791, 0.5511, 1.6644], [6.3900, 1.4018, 3.8967], [6.7687, -0.2396, 4.4326], [5.3590, 1.5313, 1.7602], [5.4172, 0.1004, 0.7737], [-0.3285, -2.8980, -7.1155], [-1.6792, -2.5429, -7.6488], [-2.5627, -3.6560, -7.4381], [0.0163, -3.8940, -7.3825], [-0.2247, -2.6976, -6.0470], [0.4435, -2.2085, -7.4871], [-1.7531, -2.3883, -8.7257], [-2.0430, -1.5964, -7.2344], [-2.4811, -4.1129, -6.5872], [3.2190, 3.9685, -0.3098], [3.2267, 3.9878, 1.2276], [4.4617, 3.4288, 1.7006], [3.4010, 2.9636, -0.6976], [3.9626, 4.6158, -0.7747], [2.2068, 4.2300, -0.6272], [2.4253, 3.4557, 1.7399], [3.1573, 5.0116, 1.6090], [5.1301, 3.8874, 1.1794], [2.2443, 0.8599, 4.0676], [3.1675, 0.2407, 5.1277], [3.8083, 1.3019, 5.8221], [1.8778, 1.8204, 4.4269], [1.3758, 0.2988, 3.7180], [2.8481, 1.0051, 3.1653], [3.8968, -0.4397, 4.6837], [2.5940, -0.3537, 5.8385], [4.1863, 1.9432, 5.2152], [5.6480, -1.5208, -2.5286], [5.5098, -0.0361, -2.2486], [4.9036, 0.2175, -0.9670], [5.8753, -1.7656, -3.5697], [4.7818, -2.1418, -2.2999], [6.5110, -1.9152, -1.9888], [5.0733, 0.4566, -3.1199], [6.4934, 0.4092, -2.1020], [3.9229, 0.2191, -0.9714], [-1.1006, 3.8573, 3.5656], [-0.6218, 3.5944, 2.1525], [0.7469, 3.2100, 2.1357], [-0.9335, 2.9697, 4.1735], [-2.1368, 4.1927, 3.6081], [-0.5602, 4.6462, 4.0900], [-0.8113, 4.3940, 1.4289], [-1.2191, 2.8284, 1.6404], [0.8726, 2.3246, 1.7888], [-3.0580, -1.5091, -0.6977], [-3.4230, -0.0077, -0.7160], [-2.4385, 0.6708, 0.0849], [-2.2432, -1.7830, -0.0307], [-2.8962, -1.8721, -1.7129], [-3.9019, -2.1273, -0.3771], [-4.4019, 0.3016, -0.3508], [-3.2719, 0.2858, -1.7571], [-2.3735, 1.5510, -0.3117], [-4.0808, -1.0788, 3.6144], [-2.8289, -0.7582, 4.2266], [-1.9404, -0.0164, 3.3862], [-0.8585, -0.9213, 2.7662], [0.0476, -0.1048, 1.9861], [1.0605, -0.9089, 1.3248], [2.1242, 0.0255, 0.7374], [2.2526, -0.0374, -0.6971], [1.1601, 0.3999, -1.4809], [-4.0103, -1.8975, 2.8905], [-4.5204, -0.2171, 3.1120], [-4.7286, -1.5100, 4.3766], [-1.4656, 0.7156, 4.0381], [-2.5084, 0.5098, 2.6169], [-1.2587, -1.8583, 2.3477], [-0.3791, -1.4355, 3.6102], [-0.4949, 0.4709, 1.3510], [0.6206, -1.6393, 0.6350], [1.5945, -1.5365, 2.0437], [3.1149, -0.1750, 1.1465], [1.9567, 1.0537, 1.0714], [0.2083, 0.3003, -0.9491], [0.8571, -0.1455, -2.3798], [1.4379, 1.4135, -1.7764], [0.1117, 1.4153, -5.2829], [0.3750, 2.7851, -5.5227], [1.6196, 3.0266, -6.1312], [1.6895, 2.5480, -7.5783], [0.4941, 2.9734, -8.2926], [0.1403, 2.0127, -9.3316], [-1.0440, 2.5558, -10.2258], [-0.7527, 3.8078, -10.7935], [-1.9325, 4.4041, -11.3175], [-0.5321, 1.0774, -6.0989], [-0.4627, 1.3389, -4.3575], [1.0375, 0.8423, -5.2092], [2.3978, 2.5765, -5.5046], [1.8975, 4.0818, -6.1947], [1.7235, 1.4514, -7.5584], [2.5381, 2.9684, -8.1189], [-0.3126, 3.2672, -7.7654], [-0.1434, 1.0250, -8.9479], [0.9615, 1.8070, -10.0199], [-1.9845, 2.4184, -9.6827], [-1.1217, 1.8898, -11.0954], [-2.6505, 4.6999, -10.5510], [-2.4195, 3.9068, -12.1600], [-1.5525, 5.3294, -11.7571]],
  "lowdin_charge": [-0.6470, -0.0279, 0.1721, 0.1784, 0.1076, 0.1021, 0.0415, 0.1045, -0.6514, 0.0189, 0.1652, 0.1522, 0.0953, 0.0705, 0.0960, 0.1108, -0.6529, 0.0236, 0.1649, 0.1401, 0.0548, 0.0819, 0.1026, 0.0910, -0.6462, -0.0441, 0.1583, 0.1828, 0.0486, 0.1044, 0.1066, 0.1075, -0.6903, 0.0032, 0.1543, 0.1408, 0.1039, 0.0401, 0.0799, 0.0994, -0.6527, 0.0008, 0.1479, 0.1689, 0.0905, 0.1084, 0.0958, 0.0758, -0.6781, -0.0188, 0.1665, 0.1611, 0.0447, 0.1062, 0.0740, 0.1047, -0.6514, -0.0237, 0.1650, 0.1801, 0.1018, 0.1112, 0.0704, 0.0670, -0.1124, -0.3166, -0.1030, 0.0807, 0.0610, 0.0635, 0.1058, 0.0960, 0.0363, -0.0618, -0.2756, -0.1168, 0.0586, 0.0728, 0.0714, 0.0593, 0.1158, 0.0801, -0.0551, -0.2956, -0.0864, 0.0841, 0.0475, 0.0561, 0.0760, 0.1081, 0.0684, -0.0891, -0.2764, -0.1291, 0.0698, 0.0717, 0.0716, 0.1054, 0.1099, 0.0445, -0.0770, -0.2750, -0.1160, 0.0387, 0.0837, 0.0806, 0.1119, 0.0944, 0.0368, -0.0694, -0.2578, -0.1300, 0.0570, 0.0576, 0.0656, 0.1104, 0.1049, 0.0382, -0.0680, -0.2382, -0.1784, -0.2044, -0.0660, -0.1799, -0.1516, -0.2237, -0.0657, 0.0873, 0.0925, 0.0721, 0.0975, 0.1069, 0.1138, 0.1200, 0.0830, 0.1283, 0.0938, 0.1021, 0.0980, 0.0804, 0.0870, 0.0864, -0.0843, -0.2355, -0.2243, -0.2114, -0.0602, -0.1957, -0.2348, -0.1785, -0.1184, 0.0908, 0.0795, 0.0956, 0.1191, 0.1237, 0.1048, 0.1232, 0.1100, 0.1047, 0.1152, 0.1160, 0.1177, 0.0862, 0.0865, 0.0856],
  "largest_force_ha_per_bohr": 0.06993,
  "orbital_gap_ev": 8.9,
  "total_charge": 0
}


(2)
{
  "formula": "C3H13NO3",
  "method": "ωB97M-V/def2-TZVPD",
  "species": ["C", "C", "C", "N", "H", "H", "H", "H", "H", "H", "H", "O", "H", "H", "O", "H", "H", "O", "H", "H"],
  "positions_angstrom": [[-3.7876, -0.5764, 2.5384], [-3.3943, -0.7874, 1.0660], [-2.5821, -0.0583, 0.2923], [-2.2556, -0.2812, -1.0837], [-3.1026, -1.2561, 3.0588], [-3.6739, 0.5065, 2.6706], [-4.8010, -0.9709, 2.5466], [-3.8957, -1.6473, 0.5891], [-2.0136, 0.7999, 0.5463], [-1.2428, -0.0749, -1.2011], [-2.3333, -1.1823, -1.5716], [1.5463, -1.4779, -1.7939], [0.7210, -1.8103, -2.1807], [2.0030, -2.2935, -1.5324], [4.4140, 0.6540, -1.5377], [5.0636, 1.1637, -1.0386], [3.8044, 0.2865, -0.8905], [5.1587, 2.7474, 0.1393], [4.4540, 2.9907, -0.4735], [5.9175, 3.2679, -0.1438]],
  "lowdin_charge": [-0.1039, -0.1934, -0.2331, -0.0056, 0.0690, 0.0732, 0.0598, 0.0960, 0.0945, 0.0707, 0.0746, -0.0671, 0.0311, 0.0429, -0.0731, -0.0073, 0.0275, -0.0567, 0.0488, 0.0520],
  "largest_force_ha_per_bohr": 0.05441,
  "orbital_gap_ev": 8.7,
  "smiles": "C/C=C/N.O.O.O",
  "total_charge": 0
}


(3)
{
  "formula": "C9H18NP",
  "method": "ωB97M-V/def2-TZVPD",
  "species": ["C", "C", "C", "C", "C", "C", "C", "C", "C", "N", "P", "H", "H", "H", "H", "H", "H", "H", "H", "H", "H", "H", "H", "H", "H", "H", "H", "H", "H"],
  "positions_angstrom": [[-1.9552, 0.9801, -0.0649], [-1.0965, -0.2295, -0.4285], [2.6634, 2.3124, 0.1972], [2.1590, -1.5386, -0.8093], [-5.0624, 0.1932, -0.1801], [-0.3273, -1.0313, 0.6184], [2.4661, 0.9720, -0.6130], [0.9350, -0.3993, 1.0965], [2.2500, -0.3424, 0.2306], [-2.3936, -0.7903, -0.9267], [-3.3093, -0.1483, 0.3495], [-0.4413, 0.0831, -1.3407], [3.6494, 2.3193, 0.6059], [1.9156, 2.5743, 0.8306], [2.5330, 3.0723, -0.5374], [2.0250, -2.4288, -0.2774], [1.4378, -1.4060, -1.5218], [3.1191, -1.4748, -1.3143], [-5.1290, 0.0961, -1.2628], [-5.3940, 1.3039, 0.1096], [-5.7525, -0.5911, 0.3393], [-0.9651, -1.1207, 1.4991], [-0.0649, -2.1341, 0.1125], [1.6754, 1.0668, -1.3494], [3.4151, 0.6997, -1.1411], [0.7043, 0.5749, 1.4530], [1.2155, -0.8132, 2.0565], [3.2245, -0.6207, 0.7327], [-3.4973, -1.1789, 1.5361]],
  "lowdin_charge": [-0.0692, -0.5889, -0.0718, -0.0875, -0.2657, -0.2147, -0.2006, -0.2000, -0.3130, -0.1343, 0.7147, 0.1328, 0.0647, 0.0229, 0.0569, 0.0541, 0.0348, 0.0748, 0.0236, 0.0857, 0.0600, 0.0845, 0.1633, 0.0898, 0.1084, 0.0894, 0.1064, 0.1407, 0.0382],
  "largest_force_ha_per_bohr": 0.07914,
  "orbital_gap_ev": 8.5,
  "total_charge": 0
}


(4)
{
  "formula": "C33H37Cl2GeN7O6Zr",
  "method": "ωB97M-V/def2-TZVPD",
  "species": ["Zr", "O", "C", "O", "C", "C", "C", "N", "C", "C", "C", "C", "C", "C", "C", "N", "C", "C", "C", "C", "C", "N", "H", "H", "H", "H", "H", "H", "H", "H", "H", "H", "Cl", "C", "C", "C", "Cl", "C", "O", "C", "C", "O", "C", "H", "H", "H", "N", "C", "C", "C", "C", "N", "C", "N", "N", "C", "O", "O", "H", "H", "H", "H", "H", "H", "H", "H", "H", "H", "H", "H", "H", "H", "C", "Ge", "C", "C", "C", "H", "H", "H", "H", "H", "H", "H", "H", "H", "H"],
  "positions_angstrom": [[0.1348, 0.3396, -0.2216], [-2.8517, -2.5666, -5.8681], [-3.4673, -2.3521, -4.8278], [-4.6616, -2.3292, -4.5530], [-2.5158, -1.9707, -3.6094], [-1.1479, -1.9747, -3.7695], [-0.2863, -1.5895, -2.7261], [-0.8315, -1.0690, -1.5775], [-2.1772, -0.8606, -1.5313], [-3.0509, -1.4040, -2.4591], [-2.6878, 0.1755, -0.6350], [-4.0009, 0.2291, -0.1511], [-4.4587, 1.3854, 0.4438], [-3.5964, 2.4877, 0.5432], [-2.2971, 2.3472, 0.1062], [-1.8396, 1.2308, -0.4600], [1.1474, -1.6301, -2.9397], [1.6703, -1.9753, -4.2061], [2.9499, -1.6790, -4.5910], [3.7626, -0.9611, -3.6986], [3.2967, -0.7566, -2.4351], [2.0811, -1.1868, -2.0018], [-0.8049, -2.2737, -4.7464], [-4.1221, -1.2947, -2.3857], [-4.6460, -0.6289, -0.2505], [-5.4701, 1.4520, 0.8158], [-3.9363, 3.4170, 0.9704], [-1.5726, 3.1519, 0.1971], [1.0258, -2.4435, -4.9264], [3.3126, -1.9519, -5.5677], [4.7331, -0.5930, -3.9866], [3.9065, -0.2672, -1.6864], [5.1312, 5.4794, -1.3694], [3.8008, 4.4900, -0.8609], [3.2421, 4.7295, 0.3924], [2.1887, 3.9113, 0.7826], [1.3876, 4.2430, 2.2783], [1.6803, 2.8516, 0.0336], [0.7455, 2.0756, 0.5180], [2.2134, 2.7083, -1.3072], [1.6030, 1.8514, -2.2222], [0.5834, 1.0839, -1.9723], [3.3034, 3.5310, -1.7037], [3.6051, 5.5183, 1.0279], [1.9664, 1.8516, -3.2538], [3.7164, 3.4047, -2.6927], [-1.5170, 1.5913, 2.7494], [-0.6119, 0.6268, 3.3383], [-1.2535, -0.2765, 4.4137], [-1.9650, 0.5207, 5.5146], [-1.0654, 0.9896, 6.6719], [0.2375, 1.5086, 6.3068], [0.4607, 2.6177, 5.5613], [-0.5420, 3.4957, 5.3056], [1.7034, 2.8726, 5.0938], [-0.1279, -0.1474, 2.1112], [1.0900, -0.1552, 1.8379], [-0.9879, -0.6249, 1.3305], [-1.7751, 2.3290, 3.3929], [-2.3466, 1.1114, 2.4164], [0.2612, 1.1610, 3.7156], [-0.4962, -0.9350, 4.8414], [-1.9864, -0.9095, 3.9084], [-2.7465, -0.1008, 5.9548], [-2.4588, 1.3827, 5.0645], [-0.8739, 0.1492, 7.3373], [-1.5980, 1.7477, 7.2525], [0.9768, 0.8257, 6.2843], [-1.2689, 3.5960, 5.9964], [-0.2739, 4.3360, 4.8137], [2.3443, 2.0965, 5.0279], [1.7774, 3.5301, 4.3135], [3.0442, -3.5594, 0.7461], [1.2371, -2.8409, 0.1909], [0.1408, -3.1488, 1.8375], [0.5476, -4.1654, -1.1388], [1.8039, -1.1131, -0.6440], [2.9655, -4.5949, 1.0614], [3.4567, -2.9856, 1.5732], [3.7484, -3.5180, -0.0824], [0.2083, -4.2123, 2.0597], [-0.9020, -2.8911, 1.6986], [0.5393, -2.5895, 2.6781], [0.4874, -5.1333, -0.6483], [1.2220, -4.2674, -1.9838], [-0.4405, -3.9125, -1.5093], [2.6864, -0.7355, -0.1049]],
  "lowdin_charge": [1.7143, -0.0176, -0.7052, -0.0175, -0.0533, 0.0647, -0.1887, -0.0116, -0.2008, 0.0681, -0.2055, -0.0012, -0.0498, -0.0680, -0.1250, -0.0189, -0.1291, 0.0006, -0.0512, -0.0547, -0.0594, -0.0935, 0.1078, 0.1206, 0.1210, 0.1084, 0.1027, 0.1242, 0.1088, 0.1085, 0.1065, 0.1373, 0.6412, -0.7083, -0.1799, -0.5803, 0.7368, -0.3670, -0.2602, -0.1598, -0.2262, -0.2780, -0.0841, 0.0832, 0.1236, 0.1049, 0.0913, -0.2911, -0.1210, -0.1687, -0.1664, 0.0859, -0.4101, 0.2217, 0.1920, -0.6788, -0.0493, -0.1169, 0.0633, 0.0827, 0.1153, 0.1213, 0.1267, 0.1191, 0.0917, 0.1302, 0.1189, 0.1561, 0.1265, 0.1163, 0.1313, 0.0018, -0.2131, 0.8986, -0.1957, -0.1877, -0.3899, 0.0074, 0.0092, 0.0099, 0.0263, 0.0139, 0.0087, 0.0206, 0.0211, 0.0133, 0.0794],
  "largest_force_ha_per_bohr": 0.05006,
  "orbital_gap_ev": [3.2, 3.2],
  "total_charge": 0
}